Entry 1:
{"formula": "C14H32ClN2O11P2SiTc", "method": "wB97M-V/def2-TZVPD", "charge": 1, "de_lowest_kj_mol": 94.5, "multiplicity": 2, "s2": 0.89, "lumo_ev": [-4.2521, -3.6769], "gap_ev": [7.70, 7.64], "homo_ev": [-12.0, -11.3], "elements": ["Tc", "O", "Cl", "O", "O", "O", "C", "C", "O", "P", "O", "O", "O", "P", "O", "O", "O", "H", "H", "H", "H", "H", "H", "H", "C", "Si", "C", "C", "C", "C", "C", "C", "C", "C", "H", "H", "H", "H", "H", "H", "H", "H", "H", "H", "H", "H", "H", "H", "H", "H", "H", "H", "H", "H", "H", "N", "C", "C", "N", "C", "H", "H", "H", "H"], "positions_angstrom": [[-0.6449, 0.0617, 0.0160], [1.1210, 0.9089, 3.3751], [0.6095, -0.0608, 2.5063], [0.7796, -1.3685, 2.9877], [-0.8278, 0.2120, 2.1911], [1.2275, 0.0963, 1.1476], [-3.0439, -2.3002, -3.9040], [-2.5033, -1.1426, -3.0722], [-2.7451, 0.1236, -3.6970], [-0.6849, -1.1098, -3.0334], [-0.2261, -2.6034, -2.9006], [-0.1764, -0.6982, -4.4599], [-0.1478, -0.1874, -1.9817], [-3.2399, -1.1729, -1.3794], [-4.6328, -0.4788, -1.7351], [-3.3298, -2.5180, -0.8040], [-2.4884, -0.1027, -0.5297], [-2.6133, -2.2742, -4.9049], [-4.1260, -2.1983, -3.9939], [-2.8253, -3.2547, -3.4283], [-3.6761, 0.3578, -3.5758], [0.6164, -2.8532, -3.3024], [-0.4221, 0.1977, -4.7360], [-5.3928, -0.8255, -1.2504], [0.4681, 3.2958, 1.7805], [0.1486, 2.6784, 0.0463], [1.6900, 2.9218, -1.0488], [2.8069, 1.9611, -0.6200], [1.4410, 2.7462, -2.5480], [2.1930, 4.3630, -0.8041], [-1.5297, 3.3677, -0.5753], [-1.2767, 4.8864, -0.7280], [-2.0507, 2.8557, -1.9171], [-2.5969, 3.1629, 0.5090], [0.3438, 4.3830, 1.7605], [1.4814, 3.0877, 2.1176], [-0.2314, 2.8997, 2.5143], [2.5655, 0.9288, -0.8766], [3.0144, 2.0008, 0.4506], [3.7268, 2.2305, -1.1471], [1.0857, 1.7401, -2.7793], [2.3794, 2.9061, -3.0873], [0.7220, 3.4698, -2.9341], [2.3664, 4.5699, 0.2535], [1.5073, 5.1138, -1.1928], [3.1495, 4.4948, -1.3179], [-0.6722, 5.1045, -1.6082], [-0.8054, 5.3451, 0.1434], [-2.2453, 5.3763, -0.8658], [-1.3573, 3.0583, -2.7326], [-2.9866, 3.3741, -2.1493], [-2.2607, 1.7882, -1.9072], [-2.3185, 3.6446, 1.4484], [-2.7970, 2.1089, 0.7090], [-3.5335, 3.6191, 0.1747], [-0.3229, -3.9957, 1.0126], [0.9449, -3.8711, 0.4895], [1.0431, -2.5878, 0.0611], [-0.1454, -1.9476, 0.3216], [-0.9491, -2.8189, 0.8991], [-0.7276, -4.8269, 1.4090], [1.6467, -4.6856, 0.4835], [1.8786, -2.0720, -0.3787], [-1.9635, -2.6348, 1.2092]], "mulliken_charge": [1.2566, -0.6016, 1.8671, -0.6559, -0.6729, -0.7070, -1.7442, 1.2731, -0.6126, 0.2097, -0.5499, -0.5374, -0.4081, 0.5988, -0.5406, -0.7947, -0.6881, 0.4149, 0.4369, 0.3631, 0.4543, 0.3631, 0.3713, 0.3903, -1.4317, 0.9556, 2.2312, -1.9434, -1.5794, -1.8413, 2.3782, -1.9259, -1.7131, -1.9190, 0.4510, 0.3307, 0.4096, 0.2091, 0.3203, 0.5879, 0.0331, 0.5332, 0.3340, 0.3473, 0.3315, 0.5452, 0.3833, 0.3497, 0.5228, 0.2289, 0.5868, 0.2694, 0.3585, 0.2462, 0.5119, -0.0299, -0.8196, -0.6926, 1.0181, -0.8131, 0.2334, 0.4620, 0.5318, 0.5215]}

---

Entry 2:
{"formula": "C3H10N2", "method": "wB97M-V/def2-TZVPD", "charge": 0, "smiles": "C[C@@H](N)CN", "de_lowest_kj_mol": 32.6, "lumo_ev": 1.2107, "gap_ev": 10.34, "homo_ev": -9.1, "elements": ["C", "C", "N", "C", "N", "H", "H", "H", "H", "H", "H", "H", "H", "H", "H"], "positions_angstrom": [[1.6071, -0.1902, -0.9356], [0.1825, 0.0812, -0.4431], [-0.6827, -0.9500, -1.0261], [0.0782, 0.1705, 1.0707], [-1.1285, 0.9584, 1.4296], [2.2892, 0.4587, -0.3846], [1.6592, 0.0748, -1.9914], [1.9412, -1.2158, -0.7801], [-0.1023, 1.0380, -0.9003], [-0.5725, -1.0258, -2.0274], [-1.6699, -0.8743, -0.8740], [0.1163, -0.7925, 1.5921], [1.0084, 0.6339, 1.4118], [-1.8782, 0.5693, 0.8636], [-1.4038, 0.7329, 2.3716]], "mulliken_charge": [-1.5569, 0.6661, -0.6843, -0.6052, -0.6202, 0.3800, 0.3865, 0.3644, 0.1761, 0.2018, 0.2017, 0.3405, 0.2929, 0.2138, 0.2427]}

---

Entry 3:
{"formula": "C3H7NOS", "method": "wB97M-V/def2-TZVPD", "charge": 0, "smiles": "CONC(C)=S", "de_lowest_kj_mol": 409.2, "lumo_ev": 0.5760, "gap_ev": 9.18, "homo_ev": -8.6, "elements": ["C", "O", "N", "C", "C", "S", "H", "H", "H", "H", "H", "H", "H"], "positions_angstrom": [[2.4430, -0.3246, 0.5553], [1.7055, -0.1791, -0.6825], [0.3802, -0.5954, -0.2789], [-0.6909, 0.2612, -0.1470], [-0.1691, 1.6450, 0.0407], [-2.0971, -0.4503, 0.1486], [3.4691, 0.3819, 0.4796], [1.8967, 0.1773, 1.4353], [2.5928, -1.4241, 0.6107], [0.1546, -1.5862, -0.2169], [-0.8953, 2.2195, 0.5363], [0.8519, 1.5603, 0.6108], [-0.3193, 1.9865, -1.1150]], "mulliken_charge": [-0.5571, -0.2475, -0.1690, 0.3229, -0.7063, -0.4043, 0.2178, 0.2828, 0.2973, 0.1969, 0.3422, 0.1851, 0.2394]}

---

Entry 4:
{"formula": "C2H12O4", "method": "wB97M-V/def2-TZVPD", "charge": 0, "smiles": "CCO.O.O.O", "de_lowest_kj_mol": 99.3, "lumo_ev": 0.6465, "gap_ev": 11.18, "homo_ev": -10.5, "elements": ["C", "C", "O", "H", "H", "H", "H", "H", "H", "O", "H", "H", "O", "H", "H", "O", "H", "H"], "positions_angstrom": [[-1.6063, -0.4566, -1.8146], [-1.7279, -1.0926, -0.4561], [-1.0906, -2.3929, -0.4101], [-1.5970, 0.6255, -1.7308], [-0.6463, -0.7464, -2.2682], [-2.3078, -0.7527, -2.5862], [-2.7603, -1.4032, -0.2235], [-1.1499, -0.4613, 0.2300], [-0.9389, -2.7788, -1.2647], [0.5333, 3.0588, -0.2526], [-0.2365, 3.6164, -0.1662], [0.7646, 2.9326, 0.6946], [2.0452, -0.9866, 0.7595], [2.7360, -1.6251, 0.9300], [1.1388, -1.3127, 0.6784], [1.2829, 1.5022, 1.7986], [1.6849, 1.4794, 2.6715], [1.2493, 0.5661, 1.5129]], "mulliken_charge": [-1.0996, -0.0056, -0.5430, 0.3220, 0.3212, 0.3377, 0.2398, 0.1579, 0.2830, -0.6262, 0.3038, 0.3429, -0.6801, 0.2921, 0.3531, -0.6404, 0.2896, 0.3517]}

---

Entry 5:
{"formula": "C4H8NO3", "method": "wB97M-V/def2-TZVPD", "charge": -1, "de_lowest_kj_mol": 596.9, "lumo_ev": 2.6877, "gap_ev": 7.20, "homo_ev": -4.5, "elements": ["C", "C", "C", "O", "N", "C", "O", "O", "H", "H", "H", "H", "H", "H", "H", "H"], "positions_angstrom": [[-0.4394, -0.2977, -1.1745], [0.8339, 0.2871, -0.8510], [1.9915, -0.3513, -0.1846], [3.1524, 0.2272, 0.0811], [-1.3580, -0.1384, 0.0736], [-2.7105, 0.2631, 0.1218], [-3.0383, 0.8708, 1.2167], [-3.4254, -0.1022, -0.8623], [-0.2375, -1.4142, -1.4328], [-1.0633, 0.1349, -1.9498], [1.1425, 0.1163, 0.4592], [1.1220, 1.2192, -1.4214], [1.5620, 0.2774, 3.0566], [2.0191, -1.4521, -0.3524], [1.3328, -0.1834, 2.5307], [-0.8837, 0.5433, 0.6891]], "mulliken_charge": [-0.2443, -0.3046, 0.4053, -0.6693, -0.2874, 0.5479, -0.7668, -0.7452, 0.1907, 0.2869, -0.2538, 0.3027, 0.2299, 0.3399, -0.2038, 0.1720]}

---

Entry 6:
{"formula": "C4H8INO2", "method": "wB97M-V/def2-TZVPD", "charge": 0, "de_lowest_kj_mol": 567.8, "lumo_ev": -0.3355, "gap_ev": 8.92, "homo_ev": -9.3, "elements": ["C", "C", "C", "C", "N", "O", "O", "I", "H", "H", "H", "H", "H", "H", "H", "H"], "positions_angstrom": [[-1.5122, -0.1796, -1.5101], [-0.1917, -0.5713, -0.7476], [1.4956, -0.6281, 1.6251], [-0.2146, 0.0741, 0.5547], [0.1617, 1.4496, 0.4623], [1.1075, 1.6875, -0.2733], [-0.5148, 2.2593, 1.0911], [3.3180, 0.0839, 0.9203], [-1.4241, 0.7559, -1.9984], [-2.2524, -0.0402, -0.7402], [-1.7854, -0.9858, -2.2532], [0.6151, -0.1598, -1.3617], [-0.0710, -1.7031, -0.8014], [1.3366, -1.7179, 1.4816], [1.1536, -0.2092, 2.4972], [-1.2218, -0.1155, 1.0536]], "mulliken_charge": [-1.0715, -0.3808, -0.8765, -0.4744, 1.0385, -0.5451, -0.6354, 0.1677, 0.3243, 0.3066, 0.3231, 0.3177, 0.3249, 0.3926, 0.4603, 0.3280]}